A structure of composition C31H27Cl3N3O6PdS2, computed with ωB97M-V with the def2-TZVPD basis set.

Output
relative energy (zero: lowest compared OMol25 entry of this formula, charge and spin): 0.0 kcal/mol
net charge: +1

Geometry (Å):
Pd (-0.31079, -0.60595, 0.84909)
O (-2.26886, 1.40212, -3.19604)
C (-1.91472, 0.65714, -2.14411)
O (-2.44521, 0.72526, -1.06853)
C (-0.75820, -0.24426, -2.45714)
C (-0.30718, -0.42919, -3.75432)
C (0.73286, -1.32043, -3.97894)
C (1.27600, -2.00100, -2.90610)
C (0.76318, -1.75420, -1.64260)
N (-0.22180, -0.88737, -1.41967)
C (1.26606, -2.50453, -0.43496)
O (2.18796, -3.27566, -0.50275)
O (0.56151, -2.29780, 0.65831)
H (-3.01712, 1.95692, -2.92787)
H (-0.77155, 0.10890, -4.56649)
H (1.10378, -1.48307, -4.98168)
H (2.08148, -2.71435, -3.00938)
C (-1.33769, -5.00983, 3.92643)
C (-1.66037, -3.63477, 3.42123)
C (-0.89505, -2.53714, 3.79686)
C (-1.18532, -1.26845, 3.31731)
C (-2.26292, -1.10261, 2.44314)
C (-3.05138, -2.18969, 2.06336)
C (-2.74297, -3.44104, 2.55520)
S (-2.67769, 0.52453, 1.84487)
C (-3.13922, 1.32439, 3.37384)
O (-1.29412, 1.12651, 1.51772)
H (-0.53110, -4.98548, 4.65647)
H (-1.03350, -5.65653, 3.10195)
H (-2.21226, -5.46402, 4.39369)
H (-0.05425, -2.66993, 4.46645)
H (-0.60380, -0.41461, 3.64253)
H (-3.87942, -2.04948, 1.37941)
H (-3.34423, -4.29197, 2.26004)
H (-2.27569, 1.35028, 4.03664)
H (-3.95198, 0.74347, 3.80929)
H (-3.47697, 2.33319, 3.14478)
Cl (-0.10232, -3.09671, 7.91753)
C (0.46537, -1.57315, 7.32456)
C (-0.41645, -0.70606, 6.70558)
C (0.07375, 0.48864, 6.20493)
C (1.41333, 0.85245, 6.30632)
C (1.84572, 2.16632, 5.68446)
C (2.89926, 2.03432, 4.58548)
N (2.51879, 1.04409, 3.59056)
C (3.06932, -0.21101, 3.45956)
C (2.42983, -0.80480, 2.41858)
N (1.50737, 0.07916, 1.90329)
C (1.57462, 1.16916, 2.64371)
O (2.38513, 3.06691, 6.62900)
C (1.44483, 3.98763, 7.19004)
C (0.97700, 4.98724, 6.17394)
C (-0.28954, 5.10742, 5.68500)
Cl (-1.67791, 4.21827, 6.18593)
S (-0.44011, 6.31359, 4.47649)
C (1.22744, 6.68842, 4.60524)
C (1.84966, 5.92211, 5.53583)
C (2.26104, -0.03569, 6.96866)
Cl (3.94344, 0.32096, 7.20917)
C (1.80258, -1.24323, 7.47054)
H (-1.46196, -0.96621, 6.61479)
H (-0.60840, 1.17940, 5.72393)
H (0.94831, 2.59200, 5.22041)
H (3.84934, 1.72583, 5.00978)
H (3.03745, 3.00733, 4.11514)
H (3.85344, -0.55353, 4.11271)
H (2.57430, -1.78719, 2.00277)
H (0.97931, 2.05780, 2.50477)
H (1.99457, 4.48814, 7.98497)
H (0.60083, 3.45769, 7.64109)
H (1.64902, 7.47394, 3.99931)
H (2.89862, 6.00990, 5.78169)
H (2.48383, -1.91697, 7.97019)



A structure of composition C31H27ClO7P2RuS2 at a distorted geometry, computed with ωB97M-V with the def2-TZVPD basis set.

Output
multiplicity: 6
relative energy (zero: lowest compared OMol25 entry of this formula, charge and spin): 0.0 kcal/mol
net charge: -1

Geometry (Å):
Ru (0.16155, 2.19977, -0.06941)
O (-0.42937, 4.86526, 3.46934)
C (-0.27780, 4.49509, 2.19890)
O (0.63040, 3.70123, 1.85251)
C (-1.25822, 4.97377, 1.15691)
O (-1.38043, 3.88495, 0.24516)
C (-2.18761, 4.17503, -0.90383)
C (-2.58246, 2.78367, -1.44883)
O (-3.67398, 2.50548, -1.92906)
O (-1.49268, 1.98798, -1.42596)
H (0.33373, 4.48475, 3.93699)
H (-0.81212, 5.87175, 0.65788)
H (-2.22008, 5.15103, 1.63006)
H (-1.62259, 4.76396, -1.65331)
H (-3.12054, 4.75429, -0.70842)
S (-2.39667, 1.33178, 1.78773)
P (-1.41690, -0.22039, 0.98534)
C (0.16078, 0.30016, 0.39602)
P (1.56930, -0.33181, -0.44377)
S (2.40238, 1.61405, -0.32178)
C (2.65436, -1.43295, 0.45901)
C (2.46299, -2.81902, 0.45174)
C (3.34598, -3.66911, 1.11040)
C (4.50832, -3.17695, 1.70389)
C (4.72819, -1.81215, 1.66043)
C (3.83869, -0.95157, 0.99669)
C (1.32539, -1.08856, -2.06623)
C (0.29522, -0.68169, -2.90294)
C (-0.01289, -1.32385, -4.10384)
C (0.71070, -2.46885, -4.51437)
C (1.71368, -2.91885, -3.64072)
C (2.08960, -2.19263, -2.50240)
C (-2.26465, -1.49110, -0.05956)
C (-1.94455, -2.85616, 0.00500)
C (-2.39916, -3.71984, -0.97316)
C (-3.33201, -3.33764, -1.94389)
C (-3.71232, -2.00496, -1.93536)
C (-3.13433, -1.09291, -1.06484)
C (-1.32372, -1.20276, 2.53203)
C (-2.33821, -2.07550, 2.96417)
C (-2.05314, -2.92311, 4.03479)
C (-0.83447, -2.91729, 4.72493)
C (0.12480, -1.96920, 4.35246)
C (-0.14483, -1.12897, 3.25113)
H (1.67440, -3.25149, -0.18067)
H (3.07521, -4.73860, 1.12963)
H (5.20380, -3.85408, 2.23142)
H (5.53852, -1.35665, 2.21598)
H (4.03938, 0.11578, 0.95515)
H (-0.34234, 0.13945, -2.60816)
H (-0.90517, -0.99100, -4.63474)
H (0.54169, -2.95253, -5.48124)
H (2.24238, -3.84523, -3.86466)
H (2.94926, -2.53511, -1.94509)
H (-1.36863, -3.23724, 0.84184)
H (-1.97845, -4.71123, -1.02830)
H (-3.76594, -4.04748, -2.67451)
H (-4.48147, -1.65412, -2.60175)
H (-3.33373, -0.03565, -1.14727)
H (-3.27365, -2.12642, 2.39833)
H (-2.81203, -3.60396, 4.40848)
H (-0.67411, -3.61325, 5.58567)
H (1.08078, -1.88395, 4.89437)
H (0.61788, -0.39647, 2.94775)
Cl (3.25452, 6.19575, -1.10017)
C (2.11891, 5.31785, -2.21273)
C (0.74566, 5.00607, -1.62805)
O (-0.06353, 5.93252, -1.55842)
O (0.61834, 3.75048, -1.38724)
H (2.57982, 4.35835, -2.43472)
H (2.02814, 5.98200, -3.07275)